27
Properties=species:S:1:pos:R:3:mulliken_charge:R:1 method="wB97M-V/def2-TZVPD" orbital_gap_ha=0.347 total_charge=0 smiles="C=CON/C(C)=N/N=C/CCC" e_tot_ev=-15051.7655 lumo_ev=0.864 homo_ha=-0.3156
C 5.37 1.16 -0.26 -0.849
C 4.16 0.61 -0.60 0.177
O 3.25 0.50 0.33 -0.277
N 2.42 -0.59 0.07 -0.113
C 1.09 -0.55 0.41 0.348
C 0.48 0.82 0.47 -0.873
N 0.45 -1.59 0.69 -0.609
N -0.89 -1.55 0.45 -0.213
C -1.27 -1.15 -0.66 -0.211
C -2.76 -1.06 -0.90 -0.571
C -3.53 0.20 -0.38 -0.437
C -3.43 0.28 1.14 -0.970
H 6.11 1.20 -0.94 0.329
H 5.78 1.24 0.76 0.240
H 3.96 0.33 -1.65 0.368
H 2.79 -1.46 0.40 0.283
H 1.14 1.61 0.73 0.409
H -0.34 0.77 1.22 0.183
H -0.04 0.99 -0.41 0.362
H -0.60 -1.09 -1.52 0.470
H -2.75 -1.02 -2.10 0.221
H -3.24 -1.86 -0.39 0.330
H -3.18 1.07 -0.91 0.333
H -4.64 0.08 -0.60 0.255
H -4.07 -0.45 1.66 0.305
H -3.89 1.18 1.53 0.359
H -2.37 0.33 1.45 0.150


60
Properties=species:S:1:pos:R:3:mulliken_charge:R:1 method="wB97M-V/def2-TZVPD" orbital_gap_ha=0.346 total_charge=+1 e_tot_ev=-25881.2730 lumo_ev=-2.159 homo_ha=-0.4258
C 1.13 2.92 2.47 -1.335
C 1.06 2.59 0.93 0.894
O 0.16 2.00 0.47 -0.492
O 1.90 3.11 0.17 -0.466
C 1.90 2.71 -1.36 -1.044
C 2.38 1.41 -1.46 0.690
C 3.80 1.23 -0.89 -0.863
C 4.26 -0.10 -1.01 -0.750
C 3.70 -0.66 0.34 -0.375
C 3.78 -2.26 0.47 -0.482
C 2.61 -2.68 -0.38 -1.411
C 1.20 -2.99 0.16 -1.331
H 1.46 -3.82 1.08 0.317
C 0.57 -1.70 0.56 0.752
H 0.59 -1.18 -0.49 -0.350
H 0.95 -1.29 1.48 0.637
C -0.88 -2.21 0.95 -1.839
C -1.72 -0.80 1.26 -1.443
H -2.19 -0.77 2.01 1.726
H -1.00 0.10 1.48 0.057
N -2.64 -0.26 0.01 0.734
C -1.94 0.01 -0.99 -1.035
H -1.45 -0.93 -1.43 0.410
H -1.06 0.64 -0.77 0.125
H -2.45 0.50 -2.17 0.325
C -3.65 -1.17 -0.09 -0.244
C -4.80 -0.85 -1.02 -1.863
C -5.31 0.83 -0.56 -1.007
C -4.26 1.61 -0.26 -0.374
C -3.08 1.03 0.62 -0.510
H -2.25 1.86 0.57 -0.199
H -3.58 0.91 1.42 0.891
H -4.50 2.62 0.10 0.502
H -3.79 1.78 -1.37 0.138
H -6.11 1.00 -1.23 0.497
H -5.80 0.74 0.47 0.269
H -5.59 -1.40 -1.22 0.657
H -4.43 -0.55 -1.77 0.773
H -3.37 -2.10 -0.43 0.456
H -4.29 -1.24 1.00 0.257
H -0.85 -2.74 1.96 0.262
H -1.53 -2.57 0.36 1.012
H 0.61 -3.76 -0.37 0.463
H 2.49 -2.45 -1.29 1.071
H 2.94 -3.81 -0.76 0.254
H 4.88 -2.63 0.15 0.319
H 3.67 -2.65 1.55 0.366
H 4.52 -0.47 1.29 0.163
H 2.78 -0.21 0.52 0.102
H 3.76 -0.62 -1.68 0.579
H 5.39 -0.16 -0.95 0.320
H 4.06 1.92 -0.16 0.401
H 4.73 1.89 -1.90 0.328
H 1.88 0.68 -0.90 -0.738
H 2.47 1.25 -2.47 0.701
H 0.90 3.08 -1.40 0.462
H 2.48 3.61 -1.70 0.256
H 1.51 3.88 2.56 0.460
H 0.15 3.02 2.92 0.306
H 1.85 2.13 3.13 0.220


27
Properties=species:S:1:pos:R:3:mulliken_charge:R:1 method="wB97M-V/def2-TZVPD" orbital_gap_ha=0.266 total_charge=0 smiles=Brc1ccccc2cc(-c3ccccc3)nc1-2 e_tot_ev=-87248.6704 lumo_ev=-0.945 homo_ha=-0.3005
Br -2.16 2.80 -2.01 -0.106
C -0.98 1.41 -2.53 0.151
C -0.62 1.37 -3.88 -0.382
C 0.23 0.47 -4.53 -0.459
C 0.98 -0.59 -4.03 -0.631
C 1.07 -1.04 -2.73 -0.425
C 0.39 -0.55 -1.61 0.549
C 0.62 -0.88 -0.30 -0.550
C -0.20 -0.11 0.51 0.397
C -0.24 -0.27 1.99 0.302
C -1.03 0.62 2.75 -0.238
C -0.93 0.70 4.15 -0.640
C -0.10 -0.18 4.83 -0.200
C 0.65 -1.12 4.13 -0.943
C 0.58 -1.11 2.71 -0.023
N -0.89 0.76 -0.25 -0.562
C -0.54 0.55 -1.53 0.480
H -1.06 2.13 -4.54 0.302
H 0.40 0.61 -5.57 0.304
H 1.61 -1.09 -4.78 0.285
H 1.76 -1.87 -2.54 0.329
H 1.28 -1.68 0.05 0.348
H -1.70 1.30 2.26 0.419
H -1.53 1.43 4.70 0.346
H -0.07 -0.03 5.91 0.346
H 1.26 -1.84 4.66 0.395
H 1.21 -1.81 2.16 0.206


73
Properties=species:S:1:pos:R:3:mulliken_charge:R:1 method="wB97M-V/def2-TZVPD" orbital_gap_ha="0.208 / 0.209" total_charge=+2 e_tot_ev=-59706.7540 lumo_ev="-8.144 / -8.115" homo_ha="-0.5076 / -0.5077"
Ru -0.47 -0.13 -0.43 -0.311
C -2.03 1.33 -2.58 -1.373
N -1.00 1.73 -1.55 1.342
C 0.02 2.50 -2.31 -1.518
C -1.74 2.56 -0.61 0.836
C -2.13 3.86 -0.88 -0.964
C -3.10 4.47 -0.10 -0.935
C -3.74 3.75 0.91 -0.902
C -3.32 2.48 1.22 -0.721
C -2.25 1.90 0.52 -0.209
N -1.66 0.66 0.81 0.511
C -1.73 0.05 2.09 0.183
C -2.09 0.67 3.29 -0.928
C -2.04 -0.03 4.48 -1.009
C -1.62 -1.35 4.50 -1.039
C -1.21 -1.96 3.33 -0.444
C -1.25 -1.27 2.14 0.098
N -0.83 -1.87 0.87 1.782
C 0.30 -2.81 1.03 -1.383
C -2.01 -2.67 0.40 -1.537
H -2.44 2.23 -3.03 0.520
H -1.56 0.73 -3.34 0.452
H -2.82 0.77 -2.10 0.376
H -0.44 3.32 -2.86 0.471
H 0.78 2.90 -1.65 0.487
H 0.47 1.83 -3.04 0.327
H -1.73 4.39 -1.73 0.439
H -3.41 5.48 -0.33 0.469
H -4.56 4.19 1.45 0.450
H -3.85 1.92 1.97 0.860
H -2.34 1.72 3.31 0.730
H -2.32 0.47 5.40 0.445
H -1.59 -1.90 5.43 0.465
H -0.87 -2.99 3.36 0.447
H 0.00 -3.70 1.58 0.581
H 0.63 -3.11 0.04 0.149
H 1.13 -2.33 1.55 0.468
H -2.33 -3.32 1.21 0.406
H -2.82 -2.01 0.11 0.353
H -1.72 -3.28 -0.45 0.503
C 1.17 0.67 2.72 -1.809
P 1.34 0.61 0.92 1.928
C 1.93 2.31 0.63 -1.496
C 2.72 -0.53 0.66 -0.399
C 3.69 -0.78 1.63 -0.850
C 4.66 -1.74 1.41 -0.831
C 4.67 -2.47 0.23 -0.869
C 3.73 -2.21 -0.76 -0.926
C 2.76 -1.24 -0.55 0.625
P 1.57 -0.68 -1.80 2.414
C 1.47 -1.98 -3.06 -1.878
C 2.58 0.55 -2.69 -1.611
H 2.10 1.08 3.11 0.768
H 1.00 -0.31 3.17 0.404
H 0.36 1.34 3.00 0.433
H 2.80 2.50 1.25 0.506
H 1.12 2.99 0.93 0.414
H 2.18 2.50 -0.40 0.327
H 3.69 -0.23 2.57 0.403
H 5.40 -1.94 2.17 0.448
H 5.42 -3.23 0.08 0.472
H 3.76 -2.77 -1.68 0.443
H 2.48 -2.13 -3.46 0.645
H 0.83 -1.66 -3.87 0.426
H 1.10 -2.91 -2.65 0.424
H 3.55 0.09 -2.85 0.516
H 2.72 1.48 -2.14 0.283
H 2.14 0.77 -3.67 0.552
N -1.26 -1.26 -1.85 -0.828
C -1.50 -2.03 -2.71 0.789
N -1.81 -2.88 -3.57 -0.645
C -1.49 -2.66 -4.85 0.495
N -1.19 -2.45 -5.94 -0.450


20
Properties=species:S:1:pos:R:3:mulliken_charge:R:1 method="wB97M-V/def2-TZVPD" orbital_gap_ha=0.355 total_charge=+1 e_tot_ev=-9275.6803 lumo_ev=-2.816 homo_ha=-0.4588
C -0.94 1.59 -0.74 -0.422
C -1.93 0.72 -0.81 -0.063
N -2.79 0.58 -1.90 -0.494
N -0.14 1.76 0.47 -0.379
H -0.66 2.21 -1.58 0.279
H -2.21 0.10 0.03 0.298
H -2.98 -0.38 -2.13 0.256
H -2.45 1.06 -2.72 0.246
H -0.72 1.65 1.30 0.361
H 0.29 2.67 0.51 0.335
H 0.71 0.86 0.47 0.427
N 1.66 -2.63 1.00 -0.550
C 1.17 -1.32 1.29 -0.463
N 1.55 -0.22 0.33 -0.633
H 1.20 -3.04 0.20 0.250
H 2.66 -2.66 0.83 0.251
H 0.08 -1.35 1.34 0.326
H 1.52 -1.00 2.28 0.369
H 2.54 -0.03 0.44 0.296
H 1.45 -0.57 -0.61 0.309


96
Properties=species:S:1:pos:R:3:mulliken_charge:R:1 method="wB97M-V/def2-TZVPD" orbital_gap_ha=0.282 total_charge=+1 e_tot_ev=-69064.0968 lumo_ev=-4.488 homo_ha=-0.4469
C 3.04 2.02 2.40 -0.386
C 4.01 1.85 1.69 -0.355
C 5.32 1.67 0.86 -0.516
C 5.04 1.45 -0.69 -0.303
C 4.57 -0.04 -1.03 -1.155
C 3.09 -0.32 -0.54 0.473
C 2.72 -1.48 0.30 -1.017
C 1.30 -1.63 0.75 -0.771
C 0.32 -0.60 0.30 0.629
O -0.99 -0.71 0.74 -0.383
C 0.76 0.54 -0.55 -0.017
C -0.15 1.71 -1.04 -0.811
I -2.09 1.11 -1.79 0.235
C -0.18 2.82 0.13 1.112
C -1.60 3.09 0.76 -1.493
N 2.11 0.60 -0.91 0.454
H 2.35 2.37 3.22 0.597
H 5.92 2.62 1.00 0.371
H 5.96 0.83 1.29 0.301
H 5.99 1.67 -1.26 0.416
H 4.29 2.23 -1.01 -0.017
H 5.28 -0.74 -0.49 0.457
H 4.61 -0.22 -2.15 0.414
H 3.52 -2.19 0.60 0.928
H 1.00 -2.48 1.41 0.469
H -1.05 -0.50 1.70 0.324
H 0.41 2.18 -1.94 0.481
H 0.25 3.77 -0.29 -0.460
H 0.50 2.46 0.96 -0.086
H -2.18 3.84 0.14 0.259
H -2.19 2.17 1.02 0.304
H -1.42 3.63 1.75 0.503
H 2.41 1.39 -1.49 0.188
O -2.99 4.08 3.24 -0.586
H -3.29 3.17 3.17 0.357
H -3.76 4.61 3.01 0.266
O -4.77 1.97 3.11 -0.614
H -5.53 1.94 2.51 0.272
H -5.15 1.81 3.98 0.311
O 3.07 -3.79 -2.17 -0.752
H 4.03 -3.67 -2.29 0.370
H 2.81 -3.03 -1.63 0.330
O -5.26 4.99 1.55 -0.597
H -4.87 5.18 0.69 0.308
H -6.19 4.81 1.35 0.300
O -5.58 -0.88 -0.89 -0.502
H -5.07 -0.31 -1.47 0.203
H -4.92 -1.50 -0.54 0.272
O 1.93 -5.76 -0.08 -0.550
H 2.45 -5.19 -0.65 0.230
H 2.57 -6.39 0.28 0.281
O -5.88 -4.15 -1.40 -0.607
H -5.89 -3.19 -1.49 0.382
H -5.61 -4.46 -2.26 0.291
O 3.67 4.93 3.87 -0.646
H 4.18 4.65 4.64 0.322
H 3.64 4.13 3.31 0.282
O -6.63 0.98 5.78 -0.622
H -7.39 0.95 5.18 0.313
H -7.01 0.83 6.65 0.303
O 1.18 5.90 -0.12 -0.641
H 2.13 6.03 -0.23 0.285
H 0.90 6.65 0.42 0.268
O 3.13 1.09 -4.03 -0.567
H 2.37 1.06 -4.63 0.330
H 2.75 0.94 -3.16 0.114
O -0.17 -7.76 1.03 -0.645
H -0.58 -7.71 0.16 0.315
H 0.45 -7.02 1.03 0.383
O 4.96 -3.18 -4.29 -0.617
H 5.36 -3.01 -5.16 0.291
H 4.03 -3.36 -4.49 0.311
O 5.40 -1.56 2.83 -0.613
H 5.09 -2.47 2.77 0.315
H 4.63 -1.03 2.60 0.332
O 0.27 -5.67 3.03 -0.656
H -0.05 -6.58 2.96 0.332
H -0.50 -5.14 2.79 0.319
O 1.78 3.79 -2.12 -0.492
H 2.73 3.92 -2.24 0.274
H 1.52 4.56 -1.58 0.294
O -8.36 0.40 -1.93 -0.636
H -9.24 0.02 -1.97 0.319
H -7.81 -0.33 -1.59 0.308
O -4.40 -2.41 -2.56 -0.598
H -4.82 -2.37 -3.43 0.335
H -3.79 -1.66 -2.56 0.184
O 4.73 1.51 -6.73 -0.612
H 4.14 1.39 -5.98 0.362
H 5.57 1.76 -6.34 0.309
O -0.51 -4.23 -0.80 -0.558
H 0.01 -3.67 -1.39 0.267
H 0.14 -4.86 -0.45 0.319
O -6.25 -2.49 1.93 -0.622
H -6.26 -1.53 1.84 0.303
H -5.98 -2.81 1.07 0.325


57
Properties=species:S:1:pos:R:3:mulliken_charge:R:1 method="wB97M-V/def2-TZVPD" orbital_gap_ha=0.244 total_charge=+1 e_tot_ev=-115147.0440 lumo_ev=-4.157 homo_ha=-0.3969
Pt 0.42 -1.01 0.77 2.069
C -2.70 2.47 -0.77 -1.033
C -1.37 2.44 -1.45 0.595
N -1.01 3.49 -2.17 -0.613
C 0.21 3.52 -2.71 -1.167
C 1.18 2.57 -2.48 1.113
C 2.58 2.80 -3.02 -1.116
O 3.07 1.69 -3.76 -0.522
C 0.83 1.45 -1.71 0.252
C 1.93 0.57 -1.30 -0.979
N 1.97 -0.26 -0.30 -0.791
C 3.28 -0.76 0.06 0.379
C 4.39 0.07 0.00 -0.096
C 5.65 -0.41 0.33 -0.820
C 5.81 -1.73 0.73 -0.627
C 4.70 -2.56 0.85 -0.634
C 3.45 -2.06 0.52 0.217
I 1.76 -3.24 0.83 0.100
C -0.50 1.35 -1.28 0.358
O -0.97 0.24 -0.65 -1.265
H -3.12 3.47 -0.89 0.439
H -2.60 2.25 0.29 0.234
H -3.41 1.75 -1.19 0.087
H 0.44 4.39 -3.32 0.374
H 3.28 2.96 -2.20 0.289
H 2.58 3.71 -3.62 0.470
H 2.79 1.77 -4.68 0.334
H 2.86 0.73 -1.84 1.490
H 4.27 1.11 -0.27 0.586
H 6.50 0.25 0.27 0.410
H 6.79 -2.11 0.99 0.400
H 4.81 -3.57 1.21 0.411
Cl -3.00 -0.36 7.03 -0.166
C -2.43 -0.79 5.47 0.403
C -1.57 0.07 4.78 -0.212
Cl -1.08 1.56 5.47 -0.180
C -1.12 -0.30 3.52 0.875
Cl -0.06 0.78 2.65 -0.239
C -1.49 -1.49 2.91 -0.546
O -1.11 -1.86 1.69 -0.829
C -2.35 -2.34 3.62 0.443
Cl -2.82 -3.82 2.87 -0.178
C -2.82 -1.99 4.88 0.111
Cl -3.87 -3.05 5.72 -0.161
C -3.63 -0.53 0.17 -1.035
Si -2.36 -0.73 -1.17 0.855
C -1.75 -2.48 -1.38 -1.213
C -2.87 -0.09 -2.85 -1.196
H -4.48 0.06 -0.16 0.477
H -3.20 -0.04 1.04 0.175
H -3.99 -1.51 0.49 0.460
H -2.35 -2.95 -2.16 0.501
H -1.86 -3.06 -0.47 0.261
H -0.71 -2.52 -1.71 0.277
H -3.89 0.30 -2.83 0.334
H -2.84 -0.90 -3.57 0.504
H -2.23 0.71 -3.23 0.334


85
Properties=species:S:1:pos:R:3:mulliken_charge:R:1 method="wB97M-V/def2-TZVPD" orbital_gap_ha="0.253 / 0.209" total_charge=+1 e_tot_ev=-133035.0533 lumo_ev="-5.027 / -6.225" homo_ha="-0.4381 / -0.4381" spin_multiplicity=5
Fe -19.09 7.17 2.28 0.923
C -18.27 3.46 1.00 0.634
F -19.48 3.60 0.42 -0.082
F -18.52 3.42 2.31 -0.142
F -17.77 2.31 0.56 -0.187
S -17.11 5.08 0.74 0.886
O -15.71 4.68 0.48 -0.425
O -17.72 5.82 -0.39 -0.735
N -17.41 6.08 2.18 0.207
S -16.19 5.68 3.14 0.809
O -16.40 6.36 4.41 -0.646
O -15.99 4.26 3.25 -0.579
C -14.49 6.43 2.43 0.562
F -14.67 6.93 1.15 -0.262
F -14.25 7.52 3.22 -0.174
F -13.57 5.46 2.69 -0.114
O -20.20 6.53 0.66 -0.414
H -21.12 6.70 0.42 0.292
H -19.87 5.98 -0.04 0.273
O -18.46 8.61 3.81 -0.411
H -18.18 8.33 4.68 0.403
H -18.65 9.54 3.91 0.242
O -17.77 8.34 6.92 -0.664
H -17.20 8.89 7.46 0.332
H -17.32 7.50 6.87 0.321
O -20.41 3.50 4.39 -0.624
H -19.66 2.90 4.41 0.312
H -21.12 2.98 4.02 0.312
C -21.30 4.08 -2.10 -1.470
C -22.12 2.87 -2.56 0.478
C -21.55 1.56 -2.03 -0.137
O -22.51 1.20 -1.06 -0.270
C -23.62 1.88 -1.21 0.642
O -24.72 1.55 -0.70 -0.571
O -23.32 3.06 -1.87 -0.416
H -21.63 4.63 -1.22 0.259
H -21.18 4.68 -3.00 0.429
H -20.23 3.90 -1.97 0.365
H -22.27 2.82 -3.64 0.406
H -20.65 1.84 -1.49 -0.049
H -21.33 0.77 -2.74 0.257
C -10.99 5.90 7.78 -1.349
C -10.98 4.81 6.71 0.429
C -10.64 5.26 5.29 0.283
O -9.71 4.32 4.85 -0.345
C -9.34 3.42 5.79 0.650
O -8.55 2.49 5.58 -0.578
O -10.02 3.78 6.94 -0.377
H -11.83 6.60 7.72 0.337
H -10.05 6.44 7.82 0.354
H -11.16 5.33 8.69 0.382
H -11.83 4.14 6.59 0.323
H -10.20 6.24 5.10 0.180
H -11.56 5.21 4.71 -0.289
C -10.50 6.68 -0.89 -1.257
C -10.50 7.98 0.05 0.278
C -11.81 8.79 0.12 -0.403
O -12.12 8.86 1.52 -0.292
C -11.24 8.11 2.18 0.615
O -11.22 7.97 3.39 -0.488
O -10.46 7.42 1.31 -0.305
H -10.62 6.80 -1.96 0.429
H -11.23 5.92 -0.61 0.144
H -9.61 6.08 -0.66 0.345
H -9.67 8.68 -0.03 0.323
H -12.52 8.19 -0.45 0.252
H -11.59 9.78 -0.28 0.314
C -20.12 0.03 0.63 -0.502
O -21.02 -0.76 1.42 -0.528
H -20.49 1.04 0.79 0.078
H -19.15 0.18 1.10 0.341
H -20.01 -0.07 -0.44 0.354
H -21.32 -1.50 0.89 0.298
C -11.63 3.41 1.01 -0.267
O -10.29 3.48 0.59 -0.489
H -11.64 3.06 2.04 0.297
H -12.17 4.35 0.99 -0.172
H -12.19 2.65 0.46 0.335
H -9.84 2.76 1.03 0.315
C -13.22 10.46 5.24 -0.452
O -14.65 10.24 5.27 -0.503
H -13.05 11.11 4.38 0.261
H -12.95 11.06 6.11 0.309
H -12.54 9.64 5.00 0.128
H -14.99 9.65 4.59 0.272